{"formula": "C21H40ClN5O7P2", "method": "the ωB97M-V functional and the def2-TZVPD basis", "smiles": "COCCCCCCCCCCCC[C@](C#N)([C@](C#N)(COC(C)=O)P(O)Cl)P(=N)(O)O.NC(N)=O", "gap_ha": 0.337, "multiplicity": 1, "elements": ["C", "O", "C", "C", "C", "C", "C", "C", "C", "C", "C", "C", "C", "C", "C", "C", "N", "C", "C", "N", "C", "O", "C", "C", "O", "P", "O", "Cl", "P", "N", "O", "O", "H", "H", "H", "H", "H", "H", "H", "H", "H", "H", "H", "H", "H", "H", "H", "H", "H", "H", "H", "H", "H", "H", "H", "H", "H", "H", "H", "H", "H", "H", "H", "H", "H", "H", "H", "H", "C", "O", "N", "N", "H", "H", "H", "H"], "positions_angstrom": [[9.675, -3.558, 0.970], [8.982, -2.460, 0.395], [7.742, -2.805, -0.180], [7.145, -1.562, -0.814], [6.822, -0.494, 0.239], [6.602, 0.886, -0.393], [5.201, 1.051, -0.992], [4.102, 1.023, 0.081], [2.910, 1.931, -0.244], [1.670, 1.543, 0.565], [0.390, 2.209, 0.058], [-0.740, 2.173, 1.112], [-2.095, 1.797, 0.503], [-3.015, 1.025, 1.463], [-3.015, -0.539, 1.296], [-1.618, -0.964, 1.284], [-0.546, -1.367, 1.246], [-3.865, -1.015, 0.041], [-4.406, 0.136, -0.674], [-4.809, 1.106, -1.128], [-5.112, -1.871, 0.423], [-5.888, -2.077, -0.777], [-6.212, -3.383, -1.029], [-7.680, -3.611, -1.230], [-5.378, -4.245, -1.085], [-3.021, -2.039, -1.378], [-2.235, -3.194, -0.569], [-1.458, -0.784, -1.927], [-3.643, -1.201, 2.934], [-3.706, -2.728, 3.105], [-5.046, -0.447, 3.162], [-2.684, -0.592, 4.061], [9.830, -3.364, 2.031], [9.128, -4.487, 0.826], [10.654, -3.637, 0.498], [7.044, -3.187, 0.576], [7.877, -3.583, -0.940], [7.898, -1.146, -1.483], [6.237, -1.818, -1.356], [5.935, -0.807, 0.790], [7.642, -0.420, 0.951], [6.722, 1.658, 0.367], [7.343, 1.017, -1.182], [5.145, 2.005, -1.517], [5.022, 0.248, -1.709], [4.541, 1.354, 1.025], [3.744, 0.007, 0.251], [2.709, 1.923, -1.316], [3.203, 2.938, 0.056], [1.570, 0.459, 0.534], [1.836, 1.849, 1.601], [0.616, 3.232, -0.242], [0.079, 1.681, -0.842], [-0.450, 1.442, 1.866], [-0.790, 3.164, 1.559], [-2.618, 2.717, 0.241], [-1.996, 1.252, -0.428], [-4.040, 1.389, 1.441], [-2.649, 1.238, 2.470], [-4.831, -2.845, 0.802], [-5.756, -1.314, 1.093], [-7.803, -4.467, -1.883], [-8.145, -3.765, -0.260], [-8.108, -2.739, -1.719], [-2.266, -3.154, 0.394], [-3.409, -3.236, 2.284], [-4.909, 0.478, 3.412], [-2.872, 0.326, 4.291], [-4.394, 4.859, -3.055], [-3.207, 4.638, -2.897], [-4.849, 5.821, -3.921], [-5.365, 4.171, -2.383], [-5.819, 6.020, -4.069], [-4.159, 6.342, -4.429], [-5.061, 3.453, -1.749], [-6.345, 4.342, -2.495]], "mulliken_charge": [-0.756, -0.323, -0.633, -0.549, -0.353, -1.024, -0.716, -0.546, -0.877, -0.574, -0.617, -1.081, -0.457, -2.591, 3.294, -1.125, -0.538, 1.600, -0.760, -0.483, -1.452, -0.390, 0.855, -1.198, -0.487, 0.094, -0.453, -0.174, 0.998, -0.937, -0.592, -0.536, 0.238, 0.365, 0.228, 0.354, 0.406, 0.308, 0.286, 0.174, 0.385, 0.373, 0.418, 0.466, 0.261, 0.334, 0.390, 0.434, 0.273, 0.270, 0.284, 0.573, 0.225, 0.581, 0.381, 0.423, 0.157, 0.555, 0.617, 0.775, 0.306, 0.350, 0.279, 0.346, 0.425, 0.322, 0.416, 0.373, 0.608, -0.626, -0.395, -0.324, 0.153, 0.226, 0.224, 0.167]}

***

{"formula": "C21H40N3O21S5", "method": "the ωB97M-V functional and the def2-TZVPD basis", "total_charge": 1, "gap_ha": 0.282, "multiplicity": 1, "elements": ["C", "O", "C", "C", "C", "N", "C", "C", "C", "C", "C", "C", "C", "N", "N", "H", "H", "H", "H", "H", "H", "H", "H", "H", "H", "H", "H", "H", "H", "H", "H", "H", "H", "H", "H", "C", "C", "O", "S", "O", "O", "O", "H", "H", "H", "H", "C", "C", "O", "S", "O", "O", "O", "H", "H", "H", "H", "C", "C", "O", "S", "O", "O", "O", "H", "H", "H", "H", "C", "C", "O", "S", "O", "O", "O", "H", "H", "H", "H", "C", "C", "O", "S", "O", "O", "O", "H", "H", "H", "H"], "positions_angstrom": [[1.791, -3.085, 2.914], [2.077, -2.042, 1.996], [1.023, -1.811, 1.067], [0.933, -0.317, 0.734], [0.504, 0.578, 1.938], [-0.706, -0.083, 2.525], [-0.591, -0.567, 3.739], [-1.709, -1.220, 4.300], [-2.859, -1.299, 3.549], [-2.822, -0.712, 2.251], [-4.058, -0.786, 1.360], [-4.294, -2.291, 0.967], [-5.769, -2.669, 1.355], [-6.031, -2.675, 2.791], [-1.767, -0.103, 1.756], [1.362, -2.665, 3.846], [1.096, -3.841, 2.521], [2.723, -3.587, 3.207], [1.196, -2.328, 0.109], [0.091, -2.236, 1.479], [0.123, -0.226, -0.008], [1.874, 0.067, 0.322], [0.198, 1.556, 1.521], [1.283, 0.668, 2.698], [0.357, -0.494, 4.265], [-1.645, -1.641, 5.301], [-3.739, -1.816, 3.920], [-3.880, -0.220, 0.437], [-4.893, -0.342, 1.919], [-3.563, -2.935, 1.477], [-4.121, -2.426, -0.107], [-6.395, -1.901, 0.873], [-5.974, -3.655, 0.923], [-5.791, -1.800, 3.239], [-5.524, -3.454, 3.198], [0.300, 6.288, 0.218], [-0.049, 5.331, 1.337], [0.060, 4.028, 0.746], [1.229, 4.055, -0.383], [2.419, 3.551, 0.191], [0.691, 3.543, -1.591], [1.360, 5.645, -0.505], [-0.541, 6.427, -0.462], [0.629, 7.255, 0.591], [-1.051, 5.495, 1.726], [0.673, 5.394, 2.154], [-0.719, -2.908, -3.083], [-1.479, -4.160, -3.454], [-1.261, -5.053, -2.348], [-1.131, -4.208, -0.999], [-2.386, -4.203, -0.331], [0.065, -4.594, -0.338], [-0.917, -2.763, -1.663], [0.348, -3.023, -3.268], [-1.086, -2.031, -3.610], [-1.126, -4.603, -4.381], [-2.552, -3.970, -3.528], [-3.893, 3.885, -0.184], [-4.900, 4.691, 0.612], [-4.576, 6.054, 0.328], [-4.013, 6.166, -1.176], [-5.067, 6.566, -2.029], [-2.770, 6.847, -1.135], [-3.740, 4.598, -1.411], [-2.921, 3.854, 0.317], [-4.232, 2.870, -0.376], [-4.838, 4.499, 1.681], [-5.920, 4.505, 0.269], [7.404, 2.986, -1.019], [6.752, 2.232, -2.160], [5.505, 1.772, -1.626], [4.959, 2.843, -0.552], [4.048, 3.688, -1.221], [4.670, 2.157, 0.655], [6.327, 3.668, -0.367], [7.860, 2.302, -0.300], [8.149, 3.697, -1.364], [7.353, 1.395, -2.504], [6.538, 2.895, -3.002], [4.152, -4.810, -2.170], [4.650, -3.515, -2.774], [4.424, -3.662, -4.181], [3.115, -4.558, -4.420], [2.008, -3.693, -4.649], [3.443, -5.610, -5.305], [2.984, -5.142, -2.930], [4.880, -5.614, -2.294], [3.903, -4.708, -1.116], [5.703, -3.336, -2.573], [4.064, -2.661, -2.424]], "mulliken_charge": [-0.582, -0.441, -0.199, -0.807, -0.617, 0.930, 0.315, -1.069, -0.086, 0.416, -0.711, -0.085, -1.114, -0.577, -0.779, 0.163, 0.275, 0.307, 0.364, 0.206, 0.316, 0.649, 0.156, 0.222, 0.530, 0.450, 0.277, 0.142, 0.495, 0.269, 0.274, 0.364, 0.427, 0.281, 0.281, -0.192, -0.476, -0.199, 1.188, -0.467, -0.631, -0.341, 0.219, 0.313, 0.373, 0.256, -0.035, -0.478, -0.316, 1.034, -0.565, -0.544, -0.213, 0.097, 0.341, 0.354, 0.309, 0.114, -0.392, -0.320, 1.067, -0.537, -0.519, -0.291, -0.036, 0.216, 0.331, 0.334, -0.363, -0.374, -0.289, 1.225, -0.506, -0.565, -0.329, 0.283, 0.307, 0.314, 0.291, -0.304, -0.291, -0.314, 1.085, -0.550, -0.534, -0.285, 0.292, 0.307, 0.317, 0.247]}

***

{"formula": "C21H40N7O3", "method": "the ωB97M-V functional and the def2-TZVPD basis", "total_charge": 1, "gap_ha": [0.240, 0.275], "multiplicity": 3, "elements": ["N", "C", "N", "C", "N", "N", "N", "C", "O", "H", "H", "H", "H", "C", "C", "C", "C", "C", "C", "N", "O", "C", "C", "C", "H", "H", "H", "H", "H", "H", "H", "H", "H", "H", "H", "H", "H", "H", "H", "H", "H", "H", "C", "C", "C", "C", "C", "C", "N", "O", "C", "C", "C", "H", "H", "H", "H", "H", "H", "H", "H", "H", "H", "H", "H", "H", "H", "H", "H", "H", "H"], "positions_angstrom": [[-3.506, 2.847, -4.793], [-2.452, 1.988, -4.826], [-2.066, 1.132, -3.869], [-0.990, 0.534, -4.334], [-0.674, 0.972, -5.555], [-1.602, 1.903, -5.864], [-1.610, 2.605, -7.062], [-0.567, 3.263, -7.258], [0.415, 3.819, -7.431], [-3.387, 3.775, -4.429], [-4.416, 2.511, -5.057], [-0.419, -0.223, -3.816], [0.102, 0.678, -6.134], [0.685, -4.956, -1.085], [0.310, -3.483, -1.318], [1.164, -2.576, -0.429], [0.763, -2.626, 1.041], [-0.720, -2.311, 1.198], [-1.627, -3.199, 0.345], [-1.151, -3.257, -1.078], [-1.548, -2.201, -1.712], [-1.701, -4.612, 0.958], [-3.055, -2.666, 0.394], [0.649, -3.223, -2.782], [1.732, -5.109, -1.349], [0.581, -5.279, -0.055], [0.081, -5.613, -1.711], [1.076, -1.540, -0.778], [2.214, -2.854, -0.541], [1.000, -3.605, 1.468], [1.346, -1.895, 1.603], [-1.009, -2.411, 2.247], [-0.880, -1.262, 0.932], [-2.117, -5.328, 0.248], [-2.352, -4.598, 1.832], [-0.742, -4.987, 1.307], [-3.117, -1.626, 0.083], [-3.420, -2.725, 1.418], [-3.718, -3.256, -0.241], [0.018, -3.816, -3.446], [1.688, -3.497, -2.962], [0.535, -2.171, -3.046], [2.279, 3.525, 1.180], [1.028, 2.657, 1.395], [-0.097, 3.500, 1.998], [0.135, 3.846, 3.467], [0.366, 2.575, 4.282], [1.492, 1.697, 3.731], [1.339, 1.473, 2.255], [0.468, 0.541, 2.041], [2.856, 2.339, 4.051], [1.494, 0.356, 4.457], [0.623, 2.192, -0.001], [2.046, 4.329, 0.481], [2.648, 4.004, 2.081], [3.091, 2.933, 0.753], [-1.042, 2.956, 1.910], [-0.209, 4.415, 1.412], [0.979, 4.532, 3.572], [-0.737, 4.373, 3.858], [0.596, 2.831, 5.318], [-0.564, 1.998, 4.302], [3.651, 1.886, 3.457], [3.098, 2.181, 5.101], [2.880, 3.415, 3.898], [0.532, -0.149, 4.391], [1.706, 0.522, 5.512], [2.260, -0.309, 4.055], [1.387, 1.543, -0.433], [0.508, 3.066, -0.644], [-0.324, 1.653, 0.003]], "mulliken_spin": [0.000, -0.001, 0.000, -0.005, 0.000, 0.000, 0.000, 0.000, 0.000, 0.000, 0.000, 0.008, 0.000, 0.006, 0.016, 0.039, -0.027, 0.060, 0.017, 0.394, 0.522, 0.009, 0.001, -0.014, 0.001, 0.001, -0.008, -0.001, 0.002, -0.001, -0.006, 0.001, -0.004, -0.009, 0.001, 0.000, 0.001, 0.000, -0.001, -0.001, 0.000, 0.007, 0.006, 0.036, 0.020, -0.016, 0.020, 0.018, 0.389, 0.525, 0.012, -0.005, -0.021, 0.000, 0.000, -0.007, 0.004, -0.001, -0.001, 0.001, 0.000, 0.004, -0.009, 0.001, 0.001, 0.003, 0.000, 0.001, 0.002, 0.000, 0.006]}

***

no.,F_max (Eh/bohr),total energy (eV)
1,0.023,-75310.6774
2,0.049,-124056.9666
3,0.041,-38987.1320